Molecular formula: C4H9N2O2
Method: DFT, ωB97M-V with the def2-TZVPD basis set

Structure (XYZ):
```
17
Properties=species:S:1:pos:R:3:lowdin_charge:R:1
N 0.55 1.39 0.58 0.282
C 0.10 -0.06 0.52 -0.148
C 0.45 -0.76 -0.78 -0.024
C 1.83 -0.73 -1.41 0.007
O 2.73 -0.06 -1.02 0.389
C -1.49 -0.02 0.54 -0.500
N -2.07 -0.55 1.62 0.243
O -1.98 0.55 -0.40 0.140
H 0.25 1.88 -0.23 0.162
H 0.19 1.90 1.40 0.207
H 1.57 1.41 0.63 0.173
H 0.54 -0.52 1.41 0.172
H 0.09 -1.78 -0.74 0.176
H -0.16 -0.37 -1.62 0.180
H 1.96 -1.39 -2.30 0.240
H -3.06 -0.78 1.54 0.163
H -1.57 -1.19 2.22 0.137
```

Output
spin multiplicity = 2
energy = -417.0428 a.u.
relative energy (zero: lowest compared OMol25 entry of this formula, charge and spin) = 39.59 kJ/mol
strongest force on any atom = 0.035 Eh/bohr
total charge = +2